No. 1
{
  "formula": "C91H111F12N12O17",
  "method": "ωB97M-V with the def2-TZVPD basis set",
  "homo_lumo_gap_ev": 2.56,
  "charge": 5,
  "relative_energy_kj_mol": 284.35,
  "elements": ["C", "N", "C", "C", "C", "C", "C", "C", "C", "C", "N", "C", "C", "C", "H", "H", "H", "H", "H", "H", "H", "H", "H", "H", "H", "H", "H", "H", "C", "N", "C", "C", "C", "C", "C", "C", "C", "C", "N", "C", "C", "C", "H", "H", "H", "H", "H", "H", "H", "H", "H", "H", "H", "H", "H", "H", "C", "N", "C", "C", "C", "C", "C", "C", "C", "C", "N", "C", "C", "C", "H", "H", "H", "H", "H", "H", "H", "H", "H", "H", "H", "H", "H", "H", "C", "N", "C", "C", "C", "C", "C", "C", "C", "C", "N", "C", "C", "C", "H", "H", "H", "H", "H", "H", "H", "H", "H", "H", "H", "H", "H", "H", "C", "N", "C", "C", "C", "C", "C", "C", "C", "C", "N", "C", "C", "C", "H", "H", "H", "H", "H", "H", "H", "H", "H", "H", "H", "H", "H", "H", "C", "N", "C", "C", "C", "C", "C", "C", "C", "C", "N", "C", "C", "C", "H", "H", "H", "H", "H", "H", "H", "H", "H", "H", "H", "H", "H", "H", "C", "O", "O", "C", "F", "F", "F", "C", "C", "H", "H", "H", "H", "H", "H", "C", "O", "O", "C", "F", "F", "F", "C", "C", "H", "H", "H", "H", "H", "H", "C", "O", "O", "C", "F", "F", "F", "C", "C", "H", "H", "H", "H", "H", "H", "C", "O", "O", "C", "F", "F", "F", "C", "C", "H", "H", "H", "H", "H", "H", "O", "C", "O", "O", "H", "O", "C", "O", "O", "H", "O", "C", "O", "O", "H"],
  "xyz": [[-2.435, -13.927, 2.069], [-1.404, -12.808, 1.878], [-0.428, -12.608, 2.765], [0.320, -11.485, 2.623], [0.143, -10.613, 1.566], [-0.886, -10.880, 0.623], [-1.628, -11.983, 0.855], [1.029, -9.366, 1.455], [1.332, -8.655, 2.594], [1.923, -7.431, 2.439], [2.259, -6.989, 1.213], [2.092, -7.738, 0.122], [1.416, -8.927, 0.190], [2.976, -5.698, 1.105], [-2.005, -14.686, 2.724], [-2.723, -14.359, 1.110], [-3.309, -13.469, 2.556], [-0.202, -13.318, 3.545], [1.141, -11.395, 3.329], [-1.048, -10.294, -0.280], [-2.387, -12.288, 0.154], [1.069, -9.016, 3.591], [2.108, -6.742, 3.247], [2.439, -7.212, -0.748], [1.272, -9.524, -0.694], [2.335, -5.011, 1.663], [2.982, -5.410, 0.059], [3.970, -5.770, 1.555], [6.772, -2.067, 6.116], [5.395, -1.890, 5.507], [4.705, -2.843, 4.909], [3.417, -2.675, 4.557], [2.851, -1.415, 4.647], [3.624, -0.383, 5.157], [4.880, -0.639, 5.555], [1.356, -1.246, 4.361], [0.980, -0.297, 3.413], [-0.380, -0.256, 3.140], [-1.243, -1.002, 3.827], [-0.870, -1.935, 4.706], [0.445, -2.059, 5.057], [-2.686, -1.039, 3.328], [7.085, -3.073, 5.835], [6.730, -1.912, 7.192], [7.432, -1.314, 5.692], [5.147, -3.819, 4.821], [2.823, -3.501, 4.196], [3.192, 0.604, 5.243], [5.567, 0.079, 5.962], [1.687, 0.283, 2.819], [-0.749, 0.406, 2.385], [-1.681, -2.410, 5.241], [0.709, -2.648, 5.916], [-3.324, -1.030, 4.224], [-2.826, -1.958, 2.754], [-2.916, -0.190, 2.682], [0.922, -2.513, -0.665], [0.526, -1.104, -0.747], [-0.726, -0.779, -0.297], [-1.266, 0.493, -0.406], [-0.500, 1.408, -1.137], [0.748, 1.087, -1.665], [1.240, -0.209, -1.470], [-0.952, 2.864, -1.222], [-2.278, 3.166, -1.583], [-2.575, 4.487, -1.876], [-1.654, 5.444, -1.621], [-0.379, 5.199, -1.256], [0.021, 3.891, -1.184], [-2.026, 6.839, -1.844], [1.825, -2.675, -1.241], [0.142, -3.147, -1.095], [1.053, -2.774, 0.392], [-1.223, -1.580, 0.233], [-2.245, 0.672, 0.035], [1.310, 1.774, -2.303], [2.170, -0.602, -1.899], [-3.001, 2.416, -1.845], [-3.478, 4.698, -2.410], [0.344, 5.987, -1.059], [1.082, 3.712, -1.072], [-2.271, 7.310, -0.896], [-2.878, 6.865, -2.519], [-1.197, 7.356, -2.309], [3.439, 4.626, 1.880], [4.622, 3.642, 1.773], [4.364, 2.328, 1.955], [5.320, 1.393, 1.944], [6.634, 1.792, 1.598], [6.921, 3.171, 1.378], [5.856, 4.035, 1.492], [7.742, 0.781, 1.459], [8.634, 0.842, 0.388], [9.682, -0.036, 0.360], [9.832, -0.955, 1.332], [8.991, -1.049, 2.354], [7.888, -0.222, 2.453], [10.947, -1.936, 1.259], [3.742, 5.653, 1.634], [3.018, 4.519, 2.881], [2.727, 4.286, 1.136], [3.353, 1.990, 2.091], [5.038, 0.356, 2.097], [7.906, 3.543, 1.113], [5.995, 5.090, 1.279], [8.527, 1.515, -0.461], [10.426, -0.108, -0.430], [9.214, -1.819, 3.085], [7.206, -0.331, 3.292], [11.589, -1.832, 2.131], [11.561, -1.765, 0.369], [10.434, -2.906, 1.231], [-2.278, 1.809, -4.916], [-2.326, 0.506, -4.190], [-3.434, 0.048, -3.592], [-3.430, -1.148, -2.991], [-2.329, -1.990, -3.136], [-1.222, -1.533, -3.821], [-1.195, -0.221, -4.214], [-2.393, -3.375, -2.480], [-2.776, -3.471, -1.157], [-2.668, -4.707, -0.565], [-2.253, -5.795, -1.271], [-2.030, -5.701, -2.560], [-1.947, -4.481, -3.211], [-2.152, -7.091, -0.633], [-1.267, 2.215, -4.690], [-2.966, 2.498, -4.427], [-2.460, 1.732, -5.996], [-4.331, 0.645, -3.678], [-4.374, -1.554, -2.643], [-0.364, -2.168, -3.984], [-0.274, 0.222, -4.572], [-3.053, -2.649, -0.499], [-2.707, -4.803, 0.504], [-1.806, -6.609, -3.087], [-1.587, -4.411, -4.230], [-2.472, -7.011, 0.426], [-1.092, -7.346, -0.597], [-2.682, -7.860, -1.213], [-3.287, 7.215, 5.116], [-3.965, 6.326, 4.113], [-5.253, 5.978, 4.352], [-5.903, 5.090, 3.516], [-5.250, 4.711, 2.369], [-3.946, 5.162, 2.057], [-3.313, 5.952, 2.963], [-5.963, 3.787, 1.325], [-7.333, 3.919, 1.197], [-7.962, 3.182, 0.226], [-7.233, 2.358, -0.522], [-5.943, 2.211, -0.376], [-5.217, 2.933, 0.549], [-7.848, 1.631, -1.688], [-2.616, 6.660, 5.777], [-4.080, 7.629, 5.739], [-2.759, 8.036, 4.619], [-5.746, 6.369, 5.235], [-6.901, 4.792, 3.778], [-3.477, 4.924, 1.115], [-2.333, 6.341, 2.727], [-7.885, 4.708, 1.690], [-8.978, 3.299, -0.076], [-5.561, 1.476, -1.048], [-4.164, 2.718, 0.666], [-7.843, 0.585, -1.372], [-7.286, 1.856, -2.596], [-8.897, 1.974, -1.766], [1.825, 3.190, -4.560], [2.518, 3.162, -3.261], [0.960, 2.262, -4.702], [1.129, 4.549, -4.714], [-0.160, 4.342, -4.922], [1.194, 5.251, -3.588], [1.560, 5.276, -5.773], [3.741, 3.894, -3.201], [4.173, 3.970, -1.714], [3.490, 4.617, -1.157], [4.099, 2.933, -1.362], [5.195, 4.333, -1.538], [3.640, 4.894, -3.647], [4.564, 3.431, -3.791], [2.609, 3.246, -5.359], [-5.563, 4.170, -4.013], [-4.392, 4.852, -4.478], [-5.363, 3.297, -3.047], [-6.515, 5.239, -3.517], [-7.642, 4.614, -3.050], [-5.987, 5.887, -2.527], [-6.907, 6.049, -4.521], [-4.383, 5.406, -5.830], [-2.974, 5.690, -6.208], [-2.869, 6.141, -7.203], [-2.554, 6.362, -5.448], [-2.402, 4.756, -6.158], [-4.971, 6.325, -5.879], [-4.883, 4.701, -6.503], [-6.062, 3.846, -4.960], [-5.326, -1.573, 0.690], [-5.706, -2.645, -0.243], [-4.681, -0.507, 0.373], [-6.599, -1.229, 1.489], [-6.145, -0.622, 2.632], [-7.340, -0.359, 0.822], [-7.246, -2.326, 1.791], [-6.516, -2.311, -1.330], [-6.481, -3.318, -2.428], [-7.200, -3.001, -3.185], [-5.474, -3.458, -2.854], [-6.859, -4.269, -2.059], [-6.149, -1.280, -1.591], [-7.584, -2.077, -1.088], [-4.774, -2.244, 1.427], [3.191, 7.769, -1.468], [4.164, 8.837, -1.213], [2.691, 7.066, -0.546], [2.163, 8.549, -2.241], [1.801, 7.710, -3.267], [1.039, 8.752, -1.552], [2.577, 9.681, -2.752], [5.413, 8.344, -0.844], [6.361, 9.509, -0.590], [7.387, 9.146, -0.444], [6.404, 10.023, -1.552], [6.045, 10.248, 0.151], [5.878, 7.723, -1.641], [5.269, 7.658, 0.026], [3.644, 7.197, -2.314], [1.600, -6.902, -3.257], [1.813, -5.645, -2.800], [2.841, -5.437, -2.161], [0.984, -4.755, -3.041], [1.662, -6.982, -4.212], [4.153, -1.737, -0.490], [4.034, -1.600, 0.859], [2.941, -1.054, 1.220], [4.921, -2.003, 1.597], [4.931, -2.209, -0.805], [0.550, -4.493, 3.177], [-0.474, -4.586, 2.364], [-0.835, -5.767, 2.054], [-0.953, -3.584, 1.821], [0.807, -3.560, 3.179]]
}

=====

No. 2
{
  "formula": "C2H8N2",
  "method": "ωB97M-V with the def2-TZVPD basis set",
  "smiles": "[H]/N=C/N.C",
  "homo_lumo_gap_ev": 10.23,
  "relative_energy_kj_mol": 36.22,
  "elements": ["H", "N", "C", "N", "H", "H", "H", "C", "H", "H", "H", "H"],
  "xyz": [[-1.060, -2.485, -0.217], [-0.258, -2.208, -0.774], [0.413, -1.323, -0.175], [1.468, -0.674, -0.801], [0.257, -1.016, 0.863], [2.149, -0.261, -0.192], [1.289, -0.238, -1.687], [-1.372, 3.252, 1.351], [-1.739, 3.663, 2.293], [-1.114, 2.213, 1.500], [-0.595, 3.866, 0.937], [-2.319, 3.288, 0.803]]
}

=====

No. 3
{
  "formula": "C18H23NO2",
  "method": "ωB97M-V with the def2-TZVPD basis set",
  "smiles": "Cc1ccc(OC[C@@H](O)CNCc2ccccc2)cc1C",
  "homo_lumo_gap_ev": 7.38,
  "relative_energy_kj_mol": 2044.00,
  "elements": ["C", "C", "C", "C", "C", "O", "C", "C", "O", "C", "N", "C", "C", "C", "C", "C", "C", "C", "C", "C", "C", "H", "H", "H", "H", "H", "H", "H", "H", "H", "H", "H", "H", "H", "H", "H", "H", "H", "H", "H", "H", "H", "H", "H"],
  "xyz": [[-4.163, -1.349, 0.440], [-2.912, -0.638, -0.287], [-2.253, -1.083, -1.409], [-1.285, -0.571, -1.998], [-0.865, 0.505, -1.626], [0.192, 1.050, -2.249], [0.946, 2.358, -1.525], [2.012, 1.747, -0.730], [3.144, 2.376, -0.886], [1.713, 1.997, 0.978], [1.022, 1.230, 1.560], [1.496, -0.118, 1.978], [1.696, -1.030, 1.137], [0.745, -1.656, 0.417], [0.912, -2.613, -0.497], [2.264, -2.755, -1.336], [3.417, -2.274, -0.485], [3.118, -1.587, 0.554], [-1.613, 1.163, -0.343], [-2.723, 0.477, 0.372], [-3.336, 1.261, 1.257], [-4.140, -1.491, 1.642], [-5.216, -0.785, 0.349], [-4.457, -2.430, -0.130], [-2.668, -2.198, -1.619], [-0.947, -0.837, -2.725], [1.439, 2.761, -2.137], [0.276, 3.070, -1.066], [2.142, 0.683, -0.926], [3.989, 1.891, -0.454], [2.683, 2.026, 1.416], [1.339, 3.248, 1.021], [0.038, 0.962, 1.226], [2.504, 0.189, 2.601], [0.840, -0.682, 2.783], [-0.292, -1.593, 0.560], [0.149, -3.044, -1.194], [2.477, -3.660, -1.830], [4.265, -2.537, -0.687], [3.981, -0.751, 1.006], [-1.377, 2.317, -0.118], [-3.321, 0.611, 2.154], [-4.327, 1.375, 1.150], [-2.904, 2.386, 1.654]]
}

=====

Calculated max |F| in order - 0.118; 0.035; 0.369 hartree/bohr
Calculated energy in order - -6666.8847; -190.4851; -904.1788 Ha
Calculated HOMO energy in order - -13.300; -9.416; -7.525 eV